1.
{"formula": "C13H20ClN2O10S2", "method": "the ωB97M-V functional and the def2-TZVPD basis", "symbols": ["H", "H", "H", "O", "H", "H", "O", "C", "H", "O", "Cl", "O", "H", "H", "C", "C", "C", "C", "H", "H", "O", "H", "H", "C", "C", "C", "N", "H", "N", "C", "H", "O", "H", "C", "H", "C", "H", "O", "S", "O", "H", "H", "C", "C", "O", "O", "S", "H"], "coordinates": [[-0.9407, -2.1826, -4.6556], [-0.5161, 0.6270, -3.5509], [1.6635, 0.6932, -4.4215], [2.6690, -1.5345, -3.2482], [2.8560, 2.8560, 1.6732], [0.9096, 4.9507, -0.9567], [-0.5013, -0.3138, 4.0982], [1.1389, -0.2455, -4.5986], [1.5131, -1.2568, -0.1589], [0.4968, 2.3112, -1.4278], [-7.0488, -2.1945, 1.0652], [2.8736, -0.3309, 2.5889], [1.3459, -0.6202, -5.6041], [0.5050, 4.2650, 0.6529], [0.5462, -0.8568, 0.3306], [2.6295, 4.5168, 0.2859], [-4.1315, -1.8213, 1.4820], [-5.4877, -2.5371, 1.9948], [0.3479, 0.1643, -0.1987], [1.1957, -3.1674, 3.2249], [0.4467, -1.9628, -3.1474], [4.1964, 3.0358, 0.5195], [-0.9190, 0.1943, -5.2172], [2.1222, -2.6493, 2.8134], [1.5421, -1.2895, -3.5935], [-0.7145, -1.4895, -3.8393], [0.6942, -0.5485, 1.7877], [-3.3015, -2.6132, 1.3526], [-2.0252, 0.0553, 2.0001], [1.3131, 2.8503, -0.7159], [-1.5637, -1.4610, -3.1543], [-3.5159, -0.8758, 4.0698], [-4.3539, -1.3292, 0.4661], [1.9115, -1.1306, 2.3868], [2.5979, -3.2657, 1.9698], [1.2146, 4.2521, -0.1778], [-0.3076, -1.5682, 0.0725], [-1.1317, -2.3269, 2.7570], [-0.7299, -0.8720, 2.7006], [-5.5346, -3.3110, 2.9617], [3.2207, 4.9126, -0.5465], [2.6950, 5.2268, 1.1122], [-0.3462, -0.1123, -4.3400], [3.1172, 3.1343, 0.6483], [2.4425, 2.2467, -0.2509], [-4.4975, 0.6983, 2.5015], [-3.5305, -0.4792, 2.6133], [2.8929, -2.6444, 3.6741]], "forces_ev_per_a": [[0.039, -0.007, 0.041], [0.021, -0.093, -0.060], [0.216, -0.246, -0.106], [-0.788, -0.163, 0.117], [-0.005, -0.069, -0.096], [-0.307, -0.204, 0.104], [0.728, -1.391, -4.072], [-0.378, 0.404, 0.056], [-1.406, 0.506, 1.157], [1.015, 0.074, 0.367], [1.239, -0.049, 0.449], [-3.588, -3.001, -1.054], [0.141, 0.023, 0.060], [-0.088, -0.048, -0.143], [0.052, 1.043, -2.082], [0.211, 0.613, 0.080], [-0.969, -0.866, -1.291], [1.190, -2.071, 3.342], [0.209, -1.957, 0.857], [0.982, 0.877, -0.942], [0.443, 0.120, 0.019], [-0.155, -0.249, -0.055], [-0.016, -0.098, 0.077], [0.314, -0.077, 0.654], [1.030, -0.222, 0.067], [-0.543, -0.071, -0.002], [-0.570, -1.399, -0.100], [-1.346, 1.238, 0.564], [0.320, -2.206, 0.559], [-0.852, -0.608, -0.328], [0.199, -0.178, 0.056], [0.324, -0.460, -3.914], [0.451, -0.595, 1.691], [3.384, 2.077, 1.522], [-0.919, 1.038, 1.016], [0.288, 0.375, -0.040], [1.149, 0.833, 0.642], [1.491, 2.423, -1.137], [-3.627, -0.047, 4.899], [0.072, 3.113, -4.062], [-0.021, -0.025, 0.089], [0.045, -0.117, -0.023], [-0.349, 0.590, -0.171], [0.421, -0.053, 0.497], [-0.611, 0.148, -0.528], [2.362, -3.173, -1.319], [-0.623, 4.011, 4.039], [-1.173, 0.239, -1.497]], "spin_multiplicity": 1, "charge": -1, "total_energy_ev": -71452.0506, "e_homo_ev": -5.9, "e_lumo_ev": 2.4, "molar_mass_g_mol": 463.89, "homo_lumo_gap_ev": 8.30}

2.
{"formula": "C22H17N5OOsS3", "method": "the ωB97M-V functional and the def2-TZVPD basis", "symbols": ["N", "C", "C", "H", "H", "H", "H", "C", "H", "C", "C", "C", "C", "C", "H", "H", "O", "H", "N", "C", "C", "N", "H", "C", "Os", "H", "S", "C", "H", "H", "C", "S", "C", "C", "H", "C", "H", "C", "S", "H", "C", "N", "C", "C", "H", "C", "N", "H", "C"], "coordinates": [[1.5296, 2.5257, -0.0465], [-2.6749, 2.0847, -0.9992], [3.1096, 4.2549, 0.4476], [5.2640, -4.5469, 0.2380], [2.2823, 6.0703, 1.2651], [5.2922, -0.3477, 1.2095], [4.1395, 4.5778, 0.4699], [-3.1950, -2.1302, 1.6670], [-0.3988, -0.3759, -2.7588], [2.9579, -2.1249, -0.3093], [-1.2997, 2.0256, -0.7500], [0.5355, 3.3564, 0.2843], [4.8055, -3.5678, 0.2367], [2.7955, 2.9972, 0.0037], [-4.2891, 1.2815, -2.1326], [3.5609, 2.3014, -0.3051], [3.1406, 0.1394, 0.2249], [-5.3416, -3.4650, -1.2154], [-1.7003, -1.0531, 0.2043], [-2.8380, -1.8330, 0.3456], [-2.4024, 0.3623, -2.6299], [-0.5175, 1.1198, -1.3506], [-1.4577, 3.5770, 0.5192], [-4.7302, -3.0776, -0.4114], [1.2552, 0.4152, -0.3690], [6.4529, -2.5836, 1.2586], [1.3928, -1.8098, -0.9523], [-3.2263, 1.2453, -1.9342], [3.0161, -4.2111, -0.7552], [-3.2818, 2.8025, -0.4636], [-1.0792, 0.3212, -2.2910], [0.2255, 0.2330, 1.6163], [3.5654, -3.3921, -0.3138], [2.0744, 5.0814, 0.8797], [-5.9575, -3.9611, 1.1172], [0.7785, 4.6363, 0.7895], [-3.3349, -2.1038, -1.7279], [-5.0797, -3.3627, 0.9142], [-2.0347, -1.4235, 2.7455], [-4.5853, -3.1223, 2.9900], [-4.3178, -2.8958, 1.9669], [-0.7745, 2.9505, 0.1266], [4.8764, -1.2549, 0.7992], [-1.2002, -0.7743, 1.3579], [-0.0533, 5.2636, 1.0800], [-3.6171, -2.3179, -0.7054], [3.6498, -1.1120, 0.2430], [-2.7897, -0.3001, -3.3891], [5.4772, -2.4761, 0.8100]], "forces_ev_per_a": [[-0.020, -0.059, 0.139], [-0.012, 0.010, -0.067], [0.005, -0.031, -0.023], [0.003, 0.001, -0.007], [-0.004, 0.004, -0.008], [0.002, -0.002, -0.001], [0.002, -0.005, 0.008], [0.014, -0.009, 0.016], [-0.026, -0.031, 0.030], [0.033, 0.036, 0.050], [-0.062, -0.011, -0.232], [-0.018, -0.079, -0.099], [0.005, -0.008, 0.008], [0.030, 0.061, 0.064], [-0.002, 0.006, -0.002], [-0.004, -0.012, 0.016], [0.104, -0.238, 0.089], [-0.004, -0.002, 0.002], [-0.038, -0.101, 0.084], [-0.026, -0.033, 0.050], [0.054, 0.116, -0.035], [-0.004, -0.613, 0.289], [0.010, 0.010, 0.004], [-0.005, -0.003, 0.001], [0.005, 0.950, -0.014], [-0.002, 0.000, 0.004], [-0.290, 0.079, -0.062], [-0.015, 0.008, 0.004], [0.000, 0.000, -0.001], [-0.006, 0.005, -0.008], [0.079, 0.051, -0.077], [0.018, -0.107, -0.204], [-0.006, 0.007, 0.011], [-0.037, 0.028, 0.023], [0.001, -0.001, -0.001], [0.044, 0.032, -0.030], [-0.005, -0.026, 0.042], [-0.004, 0.004, 0.001], [0.007, 0.054, 0.063], [0.002, 0.001, 0.001], [-0.006, -0.005, -0.027], [0.079, -0.095, 0.151], [-0.005, -0.018, -0.011], [0.186, 0.069, -0.102], [-0.001, 0.006, -0.012], [-0.021, -0.034, -0.018], [-0.075, -0.028, -0.084], [0.012, 0.012, -0.018], [0.004, 0.001, -0.007]], "spin_multiplicity": 2, "charge": 1, "total_energy_ev": -67556.7134, "e_homo_ev": [-10.1, -10.6], "e_lumo_ev": [-3.0, -3.7], "molar_mass_g_mol": 653.84, "s2": 0.7568, "homo_lumo_gap_ev": [7.14, 6.93]}

3.
{"formula": "C14H40AgN6O7", "method": "the ωB97M-V functional and the def2-TZVPD basis", "symbols": ["H", "H", "C", "C", "H", "H", "O", "H", "O", "C", "H", "Ag", "H", "H", "H", "H", "C", "H", "O", "H", "N", "H", "N", "H", "H", "H", "C", "H", "H", "H", "H", "H", "N", "H", "H", "H", "H", "H", "O", "C", "H", "H", "H", "C", "N", "O", "H", "H", "C", "H", "C", "O", "N", "C", "N", "C", "H", "H", "H", "H", "C", "C", "H", "H", "O", "H", "H", "C"], "coordinates": [[-2.1671, 5.3152, 0.6379], [5.2930, -7.7504, 0.1457], [-0.5278, 0.6592, 5.3378], [3.7802, -6.2890, 0.4330], [5.7609, 4.5867, 1.3568], [-5.3326, -2.8889, -2.2989], [5.3667, 1.6312, 0.4776], [-1.4027, 3.7957, 8.0997], [-4.1186, -2.5104, -4.6218], [-4.5811, -2.1001, -2.2627], [3.0526, -7.0876, 0.2886], [0.9325, -1.0045, -0.4082], [-3.6898, -1.2237, -6.2352], [-4.2794, -2.8410, -6.6296], [2.3205, -2.4226, -5.5700], [-5.3912, -1.6780, -6.0653], [1.7711, -0.8792, -6.8117], [0.0232, 2.6082, 6.1824], [3.6485, -5.4118, -0.6715], [1.3848, 1.2005, 4.9295], [1.8215, -0.7903, -8.1111], [-0.5244, 5.9148, 0.8167], [7.0251, 2.8140, 1.3950], [-0.6496, 6.0322, -1.8986], [-0.7162, -1.1609, 6.4157], [-2.9177, -3.2966, -2.5369], [5.0876, -7.0287, 0.9363], [-0.2720, 1.4894, 7.5035], [-5.5335, -1.1201, -3.9526], [2.1279, -1.6171, -8.6036], [-5.0255, -1.5446, -0.2225], [-1.7618, 6.9110, 0.0452], [5.2449, 3.8353, 0.9217], [-0.1925, 3.7692, -1.8939], [-3.5290, -3.3186, -1.0144], [4.2590, 3.8278, 0.7024], [-1.9870, 5.2000, -1.7220], [3.3244, -5.7736, 1.2785], [-1.9477, 2.2421, 6.5958], [-1.0383, 5.2969, -1.1941], [1.6518, 0.1490, -8.4412], [-1.3170, -1.3518, 4.8574], [-4.4387, -0.1520, -1.3031], [-1.3843, 5.8935, 0.1471], [2.2329, -2.0600, -6.5086], [-0.3550, 4.0942, -1.0053], [-3.0634, 3.5029, 7.6745], [1.3205, -0.2881, 5.5971], [-2.0511, 3.5122, 7.2706], [-0.9916, 1.0668, 4.4395], [-0.6012, 1.7748, 6.5043], [6.3522, -6.3178, 1.2558], [0.8828, 0.3241, 4.9234], [-4.9793, -1.0943, -1.2141], [-3.3172, -2.7267, -1.8049], [-1.2495, -0.6026, 5.6463], [-2.2552, -0.4378, 6.0328], [-3.7595, -0.7860, -3.6560], [-6.0292, -0.8130, -1.2950], [7.3952, 3.7537, 1.4013], [-4.3659, -2.0183, -5.9198], [5.8406, 2.6757, 0.9099], [2.5189, -2.6163, -7.3015], [4.8034, -7.5858, 1.8291], [1.4633, -0.0798, -5.9547], [-1.9965, 4.3082, 6.5280], [7.6177, 2.0055, 1.2711], [-4.5635, -1.5219, -3.6595]], "forces_ev_per_a": [[0.068, -0.130, -0.007], [0.055, -0.067, -0.409], [1.259, 0.594, 0.263], [-2.463, 2.564, -2.175], [-1.155, 0.187, -0.140], [-0.499, -0.120, 0.054], [-0.014, 0.250, 0.299], [0.597, -0.821, -0.030], [-1.042, 0.587, 0.250], [-0.174, -1.374, 0.481], [0.149, -0.972, -0.212], [0.101, -0.190, 0.000], [0.184, 0.157, 0.209], [0.363, -0.133, 0.109], [-0.108, 0.240, -0.245], [-0.245, 0.270, 0.338], [0.302, 0.227, 3.062], [0.292, 0.120, -0.137], [1.263, -1.873, 2.119], [0.452, -0.021, -0.192], [-0.917, 2.381, -3.346], [0.093, 0.023, -0.061], [5.011, -0.686, 1.700], [1.507, 0.092, 0.315], [0.109, 0.082, 0.436], [0.049, -0.141, -0.058], [4.964, 1.636, 0.784], [0.235, -0.604, -0.034], [-0.023, 0.105, 0.137], [-0.253, 1.183, -0.703], [0.927, 0.142, 0.113], [0.031, 0.056, -0.091], [-2.660, 2.858, -0.401], [0.268, -0.544, 0.038], [0.115, -0.049, 0.033], [0.240, 0.573, 0.151], [-0.604, -0.947, 0.070], [0.659, 0.508, 0.776], [0.749, 0.523, 0.910], [-1.649, 1.020, 0.000], [0.141, -0.564, -0.898], [0.062, 0.534, -0.533], [0.444, -0.263, 0.473], [0.080, 0.204, 0.341], [1.390, -4.339, 1.368], [0.221, 0.218, -0.594], [-0.050, 0.219, 0.014], [0.038, -0.071, 0.195], [-1.338, -0.368, -0.803], [-0.025, 0.554, 0.163], [-0.636, -0.575, -1.675], [-4.149, -1.704, -1.084], [-1.415, 0.756, 0.496], [-1.379, 0.459, -0.091], [-0.135, 0.818, -0.821], [-0.432, -1.248, 1.072], [-0.029, 0.182, -0.070], [-0.256, 0.768, -0.146], [-0.301, 0.103, -0.599], [0.599, -0.670, 0.107], [-0.043, -0.702, -0.554], [-2.331, -2.903, -1.840], [0.174, -0.542, 1.080], [-0.576, 0.052, 0.173], [-0.746, 1.443, -0.295], [0.123, 0.141, -0.083], [0.303, 0.412, 0.120], [2.030, -0.622, 0.075]], "spin_multiplicity": 1, "charge": -1, "total_energy_ev": -42429.5693, "e_homo_ev": -1.9, "e_lumo_ev": 0.4, "molar_mass_g_mol": 512.38, "homo_lumo_gap_ev": 2.29}

4.
{"formula": "C3H15BeO5", "method": "the ωB97M-V functional and the def2-TZVPD basis", "symbols": ["C", "O", "H", "H", "O", "O", "H", "H", "C", "H", "H", "H", "H", "H", "H", "H", "O", "H", "H", "H", "O", "H", "C", "Be"], "coordinates": [[-0.5458, 1.5518, -0.1582], [2.4642, -1.6442, -0.0402], [1.1742, -1.9062, 2.3058], [-2.2018, -0.9092, 1.7428], [0.2942, -1.8412, 1.8568], [0.1422, 0.3758, 0.3508], [0.1762, -1.9502, -1.4662], [2.4172, -0.6632, -0.1002], [0.4802, 2.6358, 0.1568], [-2.2408, 0.1878, 0.7298], [1.3902, 2.4718, -0.3802], [-0.0448, -3.0352, -0.4612], [-0.1008, -2.6182, 2.2708], [-1.3448, 2.0878, -2.1612], [-1.4708, 1.6908, 0.3488], [0.1142, 3.5378, -0.2772], [-0.3868, -2.1512, -0.6772], [0.2542, 1.6078, -2.2272], [0.7302, 2.8058, 1.2238], [-0.9718, 0.2848, -1.9152], [-2.1028, -0.7662, 0.8278], [2.7962, -1.9882, -0.8702], [-0.6428, 1.3038, -1.6782], [-0.3808, -1.0682, 0.5988]], "forces_ev_per_a": [[4.208, -2.066, -0.714], [-0.437, 0.651, 0.324], [-0.335, 1.088, -1.188], [-0.813, -0.345, 2.079], [0.791, -1.456, 2.002], [-0.578, -1.568, 0.464], [-0.703, 0.505, 0.822], [0.020, -0.826, -0.174], [-0.968, 0.773, 0.332], [0.094, 0.068, -0.288], [0.588, -0.628, -0.240], [-0.308, 0.052, 0.184], [-0.719, -0.133, -0.185], [0.415, -1.469, 0.772], [-1.105, 0.469, 0.328], [-0.329, 1.203, -0.014], [0.914, -0.878, -1.113], [0.385, -0.711, 0.523], [-0.496, -0.339, -0.594], [0.017, 0.383, -0.045], [0.484, -0.474, -1.098], [0.386, 0.229, -0.156], [-1.778, 2.595, -0.709], [0.266, 2.877, -1.313]], "spin_multiplicity": 1, "charge": 1, "total_energy_ev": -13989.9069, "e_homo_ev": -12.8, "e_lumo_ev": -3.9, "molar_mass_g_mol": 140.16, "homo_lumo_gap_ev": 8.93}